(1)
A cluster of 3 separate species, C2H6N2O4 in total in a non-equilibrium geometry. Source: the Open Molecules 2025 dataset; level of theory: wB97M-V/def2-TZVPD.

Geometry as ORCA input:
```
! wB97M-V def2-TZVPD RIJCOSX def2/J DEFGRID3
* xyz 0 1
C 1.87083 -1.32187 0.21401
O 2.50438 -0.06679 -0.05883
C 2.04443 1.00553 0.51812
N 1.52791 1.93217 0.94725
H 1.10482 -1.54718 -0.50914
H 1.63669 -1.36016 1.23685
H 2.72351 -2.11213 -0.04217
O -2.41153 0.75159 -1.71352
N -1.92365 -0.30816 -1.44007
O -1.45096 -0.47002 -0.17269
H -1.49247 0.47174 0.34067
O -1.26653 2.68702 0.03971
H -0.57640 2.13586 -0.48024
H -0.81550 3.50947 0.24727
*
```

The frontier orbital gap is 10.9 eV. For the energy above the lowest of the compared OMol25 structures with the same formula, charge and spin, the calculation gives 138.9 kcal/mol. As for the highest occupied orbital energy: -10.66 eV. The SMILES is COC#N.O=NO.O.

Atomic partial charges in e from the natural (NBO) method, atoms 1 to 6: -0.24 -0.49 0.56 -0.44 0.21 0.20

(2)
The ion C14H24F4NO4 with charge +1 in a non-equilibrium geometry. Source: the Open Molecules 2025 dataset; level of theory: wB97M-V/def2-TZVPD.

Geometry as ORCA input:
```
! wB97M-V def2-TZVPD RIJCOSX def2/J DEFGRID3
* xyz 1 1
C -2.02121 2.53522 -3.08829
C -1.91697 2.69721 -1.57751
O -1.57601 1.42343 -0.98297
C -0.57188 1.48504 -0.09232
O -0.80685 2.29396 1.01599
C -0.36994 1.64368 2.21434
C 0.50465 0.53102 1.68170
C 1.91925 1.10362 1.38588
C 3.06688 0.22625 1.91881
C 4.18602 0.12818 0.91507
F 4.78808 1.36197 0.79408
N -0.28293 0.11295 0.45512
C -1.57938 -0.49478 0.98917
C -2.18026 -1.63762 0.18632
C -2.94881 -1.25592 -1.05986
F -3.72810 -2.31464 -1.42112
F -2.13673 -0.99074 -2.10639
F -3.76837 -0.20353 -0.84417
C 0.54034 -0.75665 -0.41609
O 1.18858 -1.69359 0.37082
C 0.88021 -3.04099 0.09585
C 1.08408 -3.55233 -1.29842
O 0.50487 -3.74664 1.01426
H -1.09651 2.85914 -3.54062
H -2.84524 3.12491 -3.45437
H -2.14714 1.48759 -3.32058
H -1.17927 3.45383 -1.33711
H -2.84748 3.01304 -1.13428
H 0.32270 1.88468 -0.58118
H 0.12390 2.30658 2.90451
H -1.25753 1.30742 2.74137
H 0.67812 -0.24746 2.40439
H 2.02820 2.06816 1.85068
H 2.07923 1.29257 0.33308
H 3.48849 0.68912 2.80027
H 2.73821 -0.77217 2.17303
H 3.79212 -0.12722 -0.06424
H 4.92986 -0.59691 1.21195
H -2.32701 0.27376 1.09372
H -1.39606 -0.87664 1.97905
H -1.47271 -2.41072 -0.07736
H -2.90607 -2.10724 0.83424
H -0.05849 -1.19840 -1.19798
H 1.26001 -0.11693 -0.90843
H 0.13586 -3.95623 -1.62702
H 1.76030 -4.38887 -1.22010
H 1.42096 -2.81709 -2.01327
*
```

The frontier orbital gap is 12.0 eV. As for the highest occupied orbital energy: -14.30 eV. The SMILES is CCO[C@H]1OC[C@H](CCCF)[N@+]1(CCC(F)(F)F)COC(C)=O.

Atomic partial charges in e from the natural (NBO) method, atoms 1 to 6: -0.64 -0.07 -0.54 0.56 -0.52 -0.09

(3)
The ion C3H3FO3 with charge +1 in a non-equilibrium geometry. Source: the Open Molecules 2025 dataset; level of theory: wB97M-V/def2-TZVPD.

Geometry as ORCA input:
```
! wB97M-V def2-TZVPD RIJCOSX def2/J DEFGRID3
* xyz 1 2
C 0.72056 -0.20952 -0.61896
C -0.13118 -0.82188 0.45100
O -1.20210 -0.01582 0.53599
C -0.82936 1.19858 0.01939
O -1.37830 2.29896 0.31856
O 0.29663 1.09152 -0.56453
F 0.63461 -0.81248 1.63163
H 0.53796 -0.63109 -1.60741
H 1.78835 -0.25198 -0.40418
H -0.43718 -1.84625 0.23854
*
```

The frontier orbital gap (spin up / spin down) is 12.6 / 7.2 eV. For the energy above the lowest of the compared OMol25 structures with the same formula, charge and spin, the calculation gives 0.0 kcal/mol. As for the highest occupied orbital energy (spin up / spin down): -18.25 / -18.22 eV.

Atomic partial charges in e from the natural (NBO) method, atoms 1 to 6: -0.14 0.41 -0.38 0.96 0.06 -0.35

(4)
A structure of composition C20H31O3Pt in a non-equilibrium geometry. Source: the Open Molecules 2025 dataset; level of theory: wB97M-V/def2-TZVPD.

Geometry as ORCA input:
```
! wB97M-V def2-TZVPD RIJCOSX def2/J DEFGRID3
* xyz 1 5
O -0.16408 -0.34342 -2.69662
C 0.94939 -0.58334 -3.59702
C 0.34683 0.30223 -4.67134
H 1.00595 -1.63850 -3.88726
H 1.88590 -0.20556 -3.16776
C -0.75586 0.59009 -3.65127
H -0.03453 -0.27251 -5.50552
H 0.97893 1.14464 -4.98076
C -2.14808 0.09347 -3.98380
H -2.11388 -0.96172 -4.27216
H -2.58148 0.68377 -4.79860
H -2.78591 0.19226 -3.09526
C -0.75277 2.03201 -3.21980
H 0.26734 2.41028 -3.10599
H -1.28239 2.16064 -2.26797
H -1.26045 2.63442 -3.97818
Pt 0.04202 0.83958 -0.10865
C 1.30239 2.02116 1.39987
C 1.97643 0.76190 1.18967
C 2.36596 0.67774 -0.18751
H 2.22255 0.03122 1.95830
C 1.92014 1.88494 -0.85196
C 1.28187 2.73213 0.14489
H 0.87695 3.72594 0.00043
H 0.93584 2.40599 2.34501
H 2.94154 -0.12997 -0.62411
H 2.11905 2.15639 -1.89090
C -1.45863 -0.78170 1.99257
C -1.50038 0.51733 1.14984
C -1.90448 0.16973 -0.20949
H -1.77913 1.46086 1.63037
C -2.01909 -1.29972 -0.26360
C -1.72348 -1.84438 0.94692
H -1.69750 -2.89578 1.22266
H -2.27800 -0.71155 2.73304
H -2.49591 0.84437 -0.83108
H -2.34408 -1.80925 -1.16872
O 0.67160 -1.10796 -6.92372
C 0.10670 -0.26249 -7.96845
C 0.45276 -0.84907 -9.35132
H 0.50953 0.76038 -7.85383
H -0.98339 -0.20746 -7.79870
C 1.48957 -1.95788 -9.05888
H 0.83733 -0.07141 -10.01588
H -0.44920 -1.28121 -9.79546
C 1.35299 -2.22140 -7.53948
H 2.49845 -1.59205 -9.28953
H 1.31020 -2.87038 -9.63325
H 2.32917 -2.34471 -7.04280
H 0.76012 -3.13700 -7.35999
C -0.09446 -0.27820 3.89038
O -0.20709 -0.97888 2.65245
H -0.88930 0.47357 4.02840
H 0.88548 0.21924 3.92802
H -0.15973 -1.01639 4.70222
*
```

The frontier orbital gap (spin up / spin down) is 6.5 / 6.1 eV. For the energy above the lowest of the compared OMol25 structures with the same formula, charge and spin, the calculation gives 0.0 kcal/mol. As for the highest occupied orbital energy (spin up / spin down): -8.46 / -11.82 eV.

Atomic partial charges in e from the natural (NBO) method, atoms 1 to 6: -0.57 -0.05 -0.46 0.19 0.16 0.27

(5)
A cluster of 2 separate species, C4H12N2O in total in a non-equilibrium geometry. Source: the Open Molecules 2025 dataset; level of theory: wB97M-V/def2-TZVPD.

Geometry as ORCA input:
```
! wB97M-V def2-TZVPD RIJCOSX def2/J DEFGRID3
* xyz 0 1
C 1.24484 -1.53310 -0.72461
C 1.09012 -0.39086 0.30424
N -0.21410 0.37740 0.14040
C -0.05298 1.22744 -1.03154
C -0.67647 1.04120 1.38127
H 1.60833 -1.24499 -1.69222
H 1.90535 -2.37427 -0.24101
H 0.29352 -2.03085 -0.93629
H 1.95692 0.40030 0.00514
H 1.03111 -0.69157 1.30034
H 0.02906 0.62800 -1.93472
H -0.95622 1.95656 -1.23355
H 0.87403 1.82539 -1.01302
H -0.43728 0.36271 2.32887
H -0.13885 1.97660 1.59660
H -1.74079 1.27579 1.44941
N -1.66707 -1.00487 -0.23873
O -1.91625 -1.67320 0.78513
H -2.23329 -0.12769 -0.24572
*
```

The frontier orbital gap is 8.9 eV. For the energy above the lowest of the compared OMol25 structures with the same formula, charge and spin, the calculation gives 123.9 kcal/mol. As for the highest occupied orbital energy: -8.10 eV. The SMILES is CCN(C)C.N=O.

Atomic partial charges in e from the natural (NBO) method, atoms 1 to 6: -0.65 -0.20 -0.38 -0.43 -0.43 0.21

(6)
A cluster of 2 separate species, C7H12O in total in a non-equilibrium geometry. Source: the Open Molecules 2025 dataset; level of theory: wB97M-V/def2-TZVPD.

Geometry as ORCA input:
```
! wB97M-V def2-TZVPD RIJCOSX def2/J DEFGRID3
* xyz 0 1
C -0.87024 2.20275 1.12148
C -1.34494 1.63370 0.01286
C -1.64819 0.18991 -0.15285
C -2.67887 -0.09152 -0.96331
C -0.71669 -0.79719 0.36980
C 0.59086 -0.73992 0.10600
C 1.56120 -1.69741 0.77781
H -0.64280 3.25278 1.22075
H -0.67047 1.56819 1.97882
H -1.54858 2.28546 -0.82560
H -3.24022 0.70300 -1.43776
H -3.07812 -1.06799 -1.18017
H -0.97132 -1.67716 0.95290
H 1.07857 0.00641 -0.50617
H 1.02356 -2.64570 0.91500
H 2.48819 -1.82105 0.23085
H 1.71945 -1.45651 1.83103
O 3.40287 0.14506 -1.42376
H 2.69298 0.59035 -1.91060
H 2.85275 -0.58315 -1.11709
*
```

The frontier orbital gap is 9.4 eV. For the energy above the lowest of the compared OMol25 structures with the same formula, charge and spin, the calculation gives 49.1 kcal/mol. As for the highest occupied orbital energy: -8.63 eV. The SMILES is C=CC(=C)/C=C/C.O.

Atomic partial charges in e from the natural (NBO) method, atoms 1 to 6: -0.37 -0.21 -0.08 -0.35 -0.24 -0.14